[1]
# C26H26F3N6OPtS2

C26H26F3N6OPtS2 as an isolated structure at a distorted geometry (ωB97M-V/def2-TZVPD, OMol25).

For the orbital gap, the calculation gives 6.92 eV. Its HOMO energy is -4.402 eV. The value obtained for the relative energy (zero: lowest compared OMol25 entry of this formula, charge and spin) is 9.5 kcal per mole. The value obtained for the calculated total energy is -2625.533516 a.u.

ORCA input file:
```
! RIJCOSX wB97M-V def2-TZVPD def2/J DEFGRID3
* xyz -1 1
Pt -0.32 1.64 -0.16
C 0.55 0.81 5.46
C -0.83 1.14 4.89
N -1.29 0.12 3.96
C -1.71 -1.15 4.54
C -3.23 -1.25 4.66
C -1.38 0.32 2.62
S -1.21 1.92 2.00
N -1.74 -0.77 1.93
C -1.42 -1.00 0.67
O -0.49 -0.49 0.00
C -2.20 -2.07 -0.03
C -3.04 -2.95 0.65
C -3.78 -3.90 -0.04
C -3.69 -3.97 -1.43
C -2.85 -3.10 -2.12
C -2.10 -2.16 -1.42
H 0.88 1.61 6.12
H 1.27 0.71 4.64
H 0.56 -0.12 6.03
H -0.78 2.08 4.36
H -1.56 1.24 5.70
H -1.25 -1.23 5.53
H -1.33 -1.97 3.93
H -3.62 -0.43 5.27
H -3.52 -2.19 5.13
H -3.68 -1.19 3.67
H -3.10 -2.88 1.73
H -4.42 -4.58 0.49
H -4.27 -4.70 -1.97
H -2.78 -3.15 -3.20
H -1.45 -1.46 -1.94
S -0.03 1.29 -2.48
C 1.66 1.52 -2.73
N 2.28 1.65 -3.86
N 1.57 1.48 -5.02
C 0.88 0.34 -5.45
C 0.23 0.41 -6.69
C -0.42 -0.70 -7.21
C -0.43 -1.90 -6.51
C 0.23 -1.97 -5.29
C 0.89 -0.87 -4.76
N 2.66 1.64 -1.67
N 2.23 1.62 -0.52
C 3.25 1.64 0.50
C 2.81 1.97 1.78
C 3.71 1.98 2.83
C 5.04 1.65 2.62
C 5.48 1.34 1.33
C 4.59 1.35 0.27
H 1.89 2.09 -5.75
H 0.22 1.35 -7.23
H -0.92 -0.62 -8.17
H -0.95 -2.76 -6.91
H 0.24 -2.90 -4.74
H 1.41 -0.95 -3.83
H 1.77 2.23 1.92
H 3.38 2.25 3.83
H 5.74 1.64 3.44
H 6.52 1.10 1.15
H 4.90 1.12 -0.74
F 0.02 4.30 0.76
C -0.28 3.61 -0.41
F 0.65 4.08 -1.30
F -1.46 4.15 -0.82
*
```


[2]
# C26H26F5N4O

A 2-piece molecular cluster, C26H26F5N4O overall at a distorted geometry (ωB97M-V/def2-TZVPD, OMol25).

For the orbital gap, the calculation gives 7.26 eV. Its HOMO energy is -11.679 eV. The value obtained for the relative energy (zero: lowest compared OMol25 entry of this formula, charge and spin) is 8.4 kcal per mole. The value obtained for the calculated total energy is -1799.689375 a.u.

ORCA input file:
```
! RIJCOSX wB97M-V def2-TZVPD def2/J DEFGRID3
* xyz 1 1
C 1.78 -4.81 1.09
N 1.59 -3.39 0.91
C 2.63 -2.51 1.05
O 3.77 -2.80 1.40
C 2.09 -1.12 0.72
C 2.71 -0.54 -0.55
C 4.19 -0.39 -0.40
C 5.08 -1.30 -0.98
F 4.59 -2.30 -1.75
C 6.45 -1.24 -0.75
F 7.28 -2.15 -1.29
C 6.96 -0.22 0.06
F 8.28 -0.15 0.31
C 6.09 0.73 0.62
F 6.59 1.72 1.38
C 4.73 0.63 0.38
F 3.89 1.53 0.97
N 0.64 -1.36 0.62
C -0.20 -0.33 0.41
C -1.57 -0.45 0.20
C -2.44 0.64 0.12
C -3.86 0.48 -0.03
C -4.73 1.60 -0.08
C -6.11 1.46 -0.22
C -6.68 0.17 -0.27
C -5.86 -0.95 -0.21
C -4.47 -0.81 -0.12
C 0.28 -2.79 0.63
C -0.23 -3.26 -0.74
C -0.71 -3.14 1.74
H 2.85 -5.01 1.18
H 1.27 -5.16 2.00
H 1.37 -5.36 0.23
H 2.31 -0.44 1.56
H 2.49 -1.22 -1.39
H 2.24 0.43 -0.75
H 0.26 0.66 0.42
H -1.96 -1.46 0.11
H -2.01 1.64 0.28
H -4.29 2.59 0.00
H -6.74 2.34 -0.29
H -7.77 0.06 -0.35
H -6.29 -1.96 -0.23
H -3.85 -1.71 -0.11
H 0.56 -3.13 -1.50
H -0.49 -4.33 -0.67
H -1.11 -2.71 -1.05
H -0.24 -2.98 2.72
H -1.61 -2.53 1.68
H -0.99 -4.20 1.65
C -0.88 6.63 -0.52
N -1.44 5.30 -0.77
C -1.33 4.21 0.06
N -1.95 3.17 -0.48
C -2.47 3.58 -1.69
C -2.17 4.91 -1.88
H -1.11 7.27 -1.38
H -1.30 7.08 0.39
H 0.21 6.57 -0.40
H -0.79 4.27 1.00
H -3.04 2.93 -2.34
H -2.42 5.58 -2.69
*
```


[3]
# C26H26F6N5O4SSr

C26H26F6N5O4SSr as an isolated structure at a distorted geometry (ωB97M-V/def2-TZVPD, OMol25).

For the orbital gap, the calculation gives 5.69 eV. Its HOMO energy is -9.020 eV. The value obtained for the relative energy (zero: lowest compared OMol25 entry of this formula, charge and spin) is 27.8 kcal per mole. The value obtained for the calculated total energy is -2609.019911 a.u.

ORCA input file:
```
! RIJCOSX wB97M-V def2-TZVPD def2/J DEFGRID3
* xyz 1 1
Sr 11.91 20.56 7.31
C 7.27 14.38 10.28
C 8.68 14.52 10.63
N 9.41 15.50 9.72
C 9.86 16.73 10.14
C 10.50 17.68 9.44
C 10.94 18.93 10.17
O 11.64 19.79 9.48
O 10.55 19.07 11.36
C 10.52 17.46 8.03
O 10.72 18.38 7.15
C 10.28 16.13 7.59
C 10.68 15.82 6.26
C 10.46 14.54 5.84
F 11.10 14.26 4.70
C 10.02 13.52 6.71
C 9.60 13.82 7.95
C 9.71 15.16 8.47
N 9.92 12.13 6.20
C 8.91 11.99 5.13
C 8.43 10.54 5.11
N 9.49 9.57 5.53
C 10.88 10.12 5.12
C 11.14 11.39 5.88
H 6.95 13.43 10.80
H 7.12 14.30 9.19
H 6.66 15.16 10.77
H 9.29 13.60 10.64
H 8.77 14.91 11.69
H 9.65 16.98 11.16
H 11.08 16.68 5.74
H 9.44 12.96 8.65
H 9.29 12.32 4.21
H 7.97 12.48 5.42
H 8.03 10.20 4.11
H 7.57 10.39 5.75
H 9.35 8.63 5.20
H 9.57 9.57 6.54
H 10.90 10.40 4.07
H 11.57 9.32 5.28
H 11.93 11.98 5.38
H 11.69 11.05 6.82
C 9.73 23.15 10.44
N 11.18 22.93 10.25
C 12.12 22.26 11.16
C 13.53 22.44 10.48
N 13.08 22.58 9.11
C 11.82 23.10 9.07
S 11.15 23.65 7.59
H 9.30 23.52 9.54
H 9.59 23.82 11.35
H 9.23 22.30 10.85
H 11.79 21.25 11.28
H 11.97 22.81 12.03
H 14.14 21.54 10.55
H 13.97 23.39 10.83
H 13.62 23.08 8.44
F 18.80 20.24 5.15
C 17.45 20.11 5.44
C 16.68 21.11 5.99
F 17.17 22.32 6.31
C 15.35 20.81 6.37
F 14.60 21.81 6.88
C 14.73 19.61 6.05
O 13.52 19.45 6.31
C 15.57 18.61 5.43
F 15.14 17.35 5.31
C 16.87 18.85 5.09
F 17.58 17.83 4.58
*
```


[4]
# C26H26N3PSeSn

C26H26N3PSeSn as an isolated structure (ωB97M-V/def2-TZVPD, OMol25).

For the orbital gap, the calculation gives 7.92 eV. Its HOMO energy is -13.948 eV. The value obtained for the relative energy (zero: lowest compared OMol25 entry of this formula, charge and spin) is 10.1 kcal per mole. The value obtained for the calculated total energy is -4127.275147 a.u.

ORCA input file:
```
! RIJCOSX wB97M-V def2-TZVPD def2/J DEFGRID3
* xyz 2 1
Sn -1.96 0.79 0.73
C -1.90 3.23 -3.09
N -0.83 2.26 -3.31
C -0.03 1.72 -2.39
Se 0.08 2.11 -0.55
N 0.82 0.88 -3.00
C 0.57 0.87 -4.37
C 1.17 0.19 -5.42
C 0.65 0.44 -6.68
C -0.42 1.33 -6.88
C -1.01 2.00 -5.83
C -0.49 1.75 -4.57
H -1.96 3.45 -2.03
H -2.84 2.81 -3.45
H -1.68 4.14 -3.64
H 1.53 0.37 -2.49
H 1.99 -0.49 -5.27
H 1.08 -0.06 -7.54
H -0.78 1.49 -7.88
H -1.83 2.69 -5.99
C -0.90 -3.20 -0.50
P -0.67 -1.69 0.50
C -1.08 -2.23 2.18
C -0.17 -2.89 3.01
C -0.56 -3.30 4.27
C -1.85 -3.07 4.72
C -2.78 -2.45 3.89
C -2.39 -2.03 2.63
C 1.10 -1.32 0.46
C 1.78 -1.48 -0.75
C 3.10 -1.05 -0.88
C 3.74 -0.43 0.19
C 3.06 -0.27 1.39
C 1.75 -0.70 1.52
H -0.22 -3.96 -0.11
H -0.71 -3.03 -1.55
H -1.93 -3.53 -0.38
H 0.84 -3.08 2.67
H 0.15 -3.82 4.91
H -2.15 -3.40 5.71
H -3.79 -2.30 4.22
H -3.14 -1.60 1.97
H 1.31 -1.97 -1.59
H 3.63 -1.22 -1.80
H 4.76 -0.10 0.10
H 3.56 0.19 2.23
H 1.25 -0.58 2.47
C 0.73 2.43 4.70
C 0.43 3.24 3.61
C -0.38 2.75 2.61
N -0.92 1.52 2.66
C -0.65 0.74 3.73
C 0.16 1.17 4.76
H 1.38 2.79 5.48
H 0.83 4.25 3.53
H -0.64 3.36 1.76
H -1.13 -0.23 3.76
H 0.34 0.51 5.60
*
```


[5]
# C26H26O8

A 3-piece molecular cluster, C26H26O8 overall at a distorted geometry (ωB97M-V/def2-TZVPD, OMol25).

For the orbital gap, the calculation gives 7.02 eV. As for the SMILES: Cc1ccccc1CC1=CC(=O)c2ccccc2C1=O.C[C@@H]1COC(=O)O1.C[C@@H]1COC(=O)O1. Its HOMO energy is -8.190 eV. The value obtained for the calculated total energy is -1607.945653 a.u.

ORCA input file:
```
! RIJCOSX wB97M-V def2-TZVPD def2/J DEFGRID3
* xyz 0 1
C -3.82 2.57 -1.12
C -3.54 2.88 0.43
C -3.62 4.38 0.86
C -3.39 4.78 2.34
C -3.07 3.65 3.37
C -2.99 2.14 2.93
C -3.23 1.73 1.43
C -3.17 0.17 1.07
C -2.01 -0.25 0.05
C -1.77 -1.66 -0.13
C -0.67 -2.22 -1.16
O -0.03 -3.29 -0.94
C -0.49 -1.32 -2.49
C -0.10 -1.92 -3.88
C 0.02 -1.00 -5.13
C -0.28 0.53 -4.92
C -0.63 1.15 -3.54
C -0.73 0.22 -2.30
C -1.11 0.74 -0.81
O -0.68 1.85 -0.37
H -3.99 1.45 -1.24
H -4.67 3.20 -1.57
H -2.86 2.87 -1.69
H -3.89 5.17 0.07
H -3.46 5.88 2.62
H -2.92 3.99 4.46
H -2.79 1.36 3.75
H -3.05 -0.47 2.02
H -4.17 -0.16 0.60
H -2.39 -2.44 0.43
H 0.11 -3.03 -4.03
H 0.27 -1.46 -6.14
H -0.22 1.18 -5.87
H -0.84 2.26 -3.36
C 5.61 -2.93 -2.18
C 4.24 -2.71 -2.80
C 3.68 -3.91 -3.49
O 2.80 -3.33 -4.44
C 3.31 -2.09 -4.73
O 2.93 -1.39 -5.62
O 4.31 -1.76 -3.86
H 5.54 -3.57 -1.30
H 6.29 -3.39 -2.89
H 6.05 -1.98 -1.88
H 3.55 -2.31 -2.04
H 3.13 -4.57 -2.81
H 4.43 -4.50 -4.02
C 0.77 -1.37 4.96
C 1.01 0.09 4.63
C 2.14 0.71 5.40
O 1.76 2.09 5.41
C 0.40 2.12 5.33
O -0.26 3.10 5.49
O -0.10 0.89 5.04
H 1.58 -2.00 4.56
H 0.72 -1.54 6.04
H -0.18 -1.71 4.54
H 1.13 0.21 3.55
H 3.10 0.57 4.92
H 2.20 0.36 6.44
*
```


[6]
# C26H27Br2CaN5O3

C26H27Br2CaN5O3 as an isolated structure at a distorted geometry (ωB97M-V/def2-TZVPD, OMol25).

For the orbital gap, the calculation gives 8.87 eV. Its HOMO energy is -14.210 eV. The value obtained for the relative energy (zero: lowest compared OMol25 entry of this formula, charge and spin) is 31.9 kcal per mole. The value obtained for the calculated total energy is -7331.829029 a.u.

ORCA input file:
```
! RIJCOSX wB97M-V def2-TZVPD def2/J DEFGRID3
* xyz 2 1
Ca 0.26 0.16 -0.19
C -2.01 -2.27 0.28
C -1.45 -2.09 -0.98
C -0.44 -2.95 -1.41
C 0.00 -3.97 -0.59
C -0.58 -4.16 0.66
C -1.58 -3.30 1.10
H -2.84 -1.65 0.59
H -1.88 -1.36 -1.66
H -0.02 -2.84 -2.40
H 0.76 -4.65 -0.94
H -0.26 -4.98 1.28
H -2.04 -3.47 2.06
Br -4.74 3.98 -2.47
C -3.00 3.35 -2.07
C -2.22 3.98 -1.10
C -1.00 3.41 -0.78
N -0.53 2.32 -1.37
C -1.23 1.77 -2.36
C -2.49 2.24 -2.73
C -0.53 0.71 -3.11
C -0.90 0.32 -4.39
C -0.11 -0.59 -5.08
Br -0.64 -1.24 -6.77
C 1.08 -1.01 -4.50
C 1.35 -0.59 -3.21
N 0.56 0.20 -2.51
H -2.56 4.88 -0.62
H -0.37 3.86 -0.03
H -3.07 1.77 -3.50
H -1.78 0.72 -4.87
H 1.76 -1.66 -5.03
H 2.26 -0.93 -2.71
C -3.53 1.58 1.88
C -2.06 1.46 1.60
O -1.61 0.80 0.66
N -1.27 2.14 2.44
C 0.18 2.06 2.42
C 0.62 0.73 2.98
C 0.91 0.56 4.33
C 1.27 -0.70 4.78
C 1.30 -1.75 3.88
C 0.96 -1.49 2.56
N 0.63 -0.29 2.11
H -4.12 1.18 1.06
H -3.81 2.62 2.05
H -3.76 1.02 2.79
H -1.70 2.60 3.23
H 0.59 2.88 3.01
H 0.53 2.13 1.38
H 0.88 1.40 5.00
H 1.51 -0.85 5.82
H 1.58 -2.74 4.19
H 0.93 -2.29 1.82
N 4.95 0.28 0.36
C 4.21 -0.96 0.08
C 2.72 -0.49 -0.08
O 2.58 0.75 0.02
O 1.84 -1.31 -0.25
H 5.72 0.47 -0.27
H 5.27 0.35 1.33
H 4.09 0.98 0.21
H 4.29 -1.70 0.88
H 4.53 -1.42 -0.85
*
```


[7]
# C26H27Cl3IMnN6O2S

C26H27Cl3IMnN6O2S as an isolated structure at a distorted geometry (ωB97M-V/def2-TZVPD, OMol25).

For the orbital gap (spin up / spin down), the calculation gives 3.45 / 7.12 eV. Its HOMO energy (spin up / spin down) is -7.621 / -10.314 eV. The value obtained for the relative energy (zero: lowest compared OMol25 entry of this formula, charge and spin) is 0.0 kcal per mole. The value obtained for the calculated total energy is -4713.175502 a.u.

ORCA input file:
```
! RIJCOSX wB97M-V def2-TZVPD def2/J DEFGRID3
* xyz 1 6
Mn 9.65 8.53 13.60
C 5.84 6.36 13.15
C 6.91 7.39 13.21
N 7.91 7.38 14.05
N 7.93 6.33 14.96
C 8.93 6.13 15.85
N 8.73 5.08 16.67
S 10.24 7.16 16.02
C 6.90 8.52 12.28
C 5.85 8.78 11.39
C 5.89 9.93 10.61
C 6.95 10.81 10.75
C 7.95 10.49 11.67
N 7.98 9.33 12.34
H 5.24 6.34 14.08
H 6.30 5.34 13.09
H 5.16 6.49 12.30
H 7.06 5.81 15.02
H 7.87 4.55 16.68
H 9.43 4.91 17.37
H 4.98 8.12 11.37
H 5.09 10.12 9.90
H 7.04 11.72 10.15
H 8.80 11.16 11.85
Cl 9.12 13.53 15.90
C 10.34 12.57 15.04
Cl 11.89 12.42 15.94
Cl 10.55 13.08 13.33
C 9.79 11.25 14.93
N 9.40 10.15 14.85
I 10.89 7.26 5.80
C 10.70 6.72 7.79
C 11.75 6.01 8.38
C 11.66 5.66 9.72
C 10.54 6.02 10.46
C 9.49 6.72 9.86
C 9.56 7.06 8.52
C 10.58 5.81 11.97
O 11.00 4.77 12.49
O 10.18 6.89 12.58
H 12.63 5.76 7.80
H 12.48 5.13 10.21
H 8.63 7.08 10.45
H 8.75 7.61 8.03
C 14.04 7.11 13.53
N 13.14 7.49 14.63
C 13.66 6.83 15.87
C 13.02 9.00 14.78
C 12.59 9.70 13.50
C 13.54 10.57 12.93
C 13.34 11.09 11.66
C 12.20 10.77 10.94
C 11.32 9.83 11.51
C 11.39 9.45 12.82
H 14.05 6.01 13.48
H 15.05 7.51 13.74
H 13.65 7.51 12.58
H 12.20 7.08 14.47
H 14.68 7.17 16.06
H 13.65 5.75 15.67
H 12.98 7.03 16.70
H 14.00 9.36 15.12
H 12.28 9.15 15.58
H 14.47 10.80 13.47
H 14.08 11.79 11.24
H 12.01 11.19 9.97
H 10.53 9.41 10.88
*
```


- The highest calculated total energy belongs to which entry?
  C26H26O8


- What is the formula in the second record?
  C26H26F5N4O


- Look up the calculated total energy of the first one.
  -2625.533516 a.u.